Record 1
ORCA calculation (the ωB97M-V functional and the def2-TZVPD basis) on a molecular structure, C21H25AgN2OPS.

CARTESIAN COORDINATES (ANGSTROEM)
Ag1 1.39221 -0.96866 -0.50322
N1 1.37900 0.85468 1.87274
P1 0.81658 1.21885 0.34136
C1 1.88617 2.64032 -0.08657
C2 1.31333 3.78826 -0.57847
C3 2.09195 4.87391 -1.02434
C4 3.50110 4.80721 -1.03420
C5 4.04533 3.60997 -0.52187
C6 3.27673 2.57332 -0.06082
C7 -0.89685 1.84783 0.45308
C8 -1.39932 2.43428 1.60895
C9 -2.66872 2.87602 1.62992
C10 -3.51073 2.69078 0.52758
C11 -3.00929 2.23939 -0.67314
C12 -1.68967 1.78385 -0.66560
C13 1.29657 -0.35182 2.51292
C14 1.23625 -0.37973 3.89002
C15 1.19130 -1.60144 4.54420
C16 1.04522 -2.78538 3.82403
C17 1.10967 -2.66460 2.45626
N2 1.21618 -1.50444 1.81904
H1 1.86586 1.62572 2.35676
H2 0.24138 3.97637 -0.64561
H3 1.71553 5.79162 -1.37527
H4 4.12108 5.64960 -1.38429
H5 5.12823 3.55045 -0.44610
H6 3.76890 1.75099 0.40355
H7 -0.78475 2.64104 2.49092
H8 -3.04137 3.39937 2.55454
H9 -4.56302 2.89504 0.57900
H10 -3.65858 2.12655 -1.51832
H11 -1.23263 1.32850 -1.56722
H12 1.30101 0.61442 4.44883
H13 1.26720 -1.60840 5.66378
H14 0.98769 -3.78979 4.26032
H15 1.08773 -3.52111 1.88069
C18 -2.04097 -4.94366 -3.18212
C19 -0.61099 -4.45830 -3.09437
S1 -0.26271 -3.88749 -1.41641
O1 0.96903 -3.02085 -1.55044
C20 -1.58969 -2.72753 -1.17001
C21 -1.71619 -1.59902 -2.19484
H16 -2.23025 -5.60279 -4.03604
H17 -2.68613 -4.08249 -3.28842
H18 -2.31730 -5.53207 -2.30801
H19 -0.37300 -3.66926 -3.83614
H20 0.17201 -5.19619 -3.30570
H21 -1.31652 -2.31808 -0.17426
H22 -2.51260 -3.26357 -0.94937
H23 -0.77388 -1.22578 -2.48231
H24 -2.41998 -0.85185 -1.93015
H25 -2.11810 -2.03405 -3.11484

Cartesian forces (eV/Å) of the 3 atoms listed first:
Ag -0.5 -0.5 -0.5
N 0.8 1.8 0.2
P 0.3 0.0 -1.2

Calculated values
* charge: +1
* gap between HOMO and LUMO: 8.71 eV
* LUMO level: -2.38 eV
* energy relative to the best compared isomer or geometry (same formula, charge and spin): 0.0 kJ/mol
* calculated total energy: -1886.2667 hartree

Record 2
ORCA calculation (the ωB97M-V functional and the def2-TZVPD basis) on 2 unconnected molecules or ions with the total composition C3H8O.

CARTESIAN COORDINATES (ANGSTROEM)
C1 1.09824 0.55682 0.14115
C2 -0.77955 -0.41776 -1.97753
C3 0.00049 0.24751 1.15727
O1 -0.89930 -1.57615 -1.37687
H1 0.76620 1.23940 -0.64930
H2 1.94299 1.02952 0.64778
H3 1.47944 -0.34190 -0.35322
H4 -1.33305 0.33725 -1.34515
H5 -0.39662 1.16014 1.61174
H6 -0.85785 -0.27389 0.71864
H7 0.37520 -0.39631 1.95850
H8 -1.39619 -1.56462 -0.53300

Cartesian forces (eV/Å) of the 3 atoms listed first:
C 0.1 0.0 0.0
C -0.3 -0.1 0.2
C 0.0 0.0 0.1

Calculated values
* gap between HOMO and LUMO: 9.50 eV
* LUMO level: 0.64 eV
* energy relative to the best compared isomer or geometry (same formula, charge and spin): 324.8 kJ/mol
* calculated total energy: -194.2122 hartree

Record 3
ORCA calculation (the ωB97M-V functional and the def2-TZVPD basis) on a molecular structure, C4H8O.

CARTESIAN COORDINATES (ANGSTROEM)
C1 -0.88639 1.38791 0.66284
C2 -0.52365 -0.03757 0.19282
C3 0.74177 -0.07338 -0.64543
C4 0.81087 -1.52983 -0.24274
O1 0.02276 -1.22140 0.93481
H1 -1.58424 1.48385 1.49751
H2 -0.00957 2.01944 0.85791
H3 -1.38779 1.85683 -0.20441
H4 -1.40433 -0.52474 -0.22258
H5 0.74532 0.27405 -1.67733
H6 1.49660 0.46006 -0.05636
H7 1.78713 -1.95851 -0.00250
H8 0.30370 -2.18303 -0.97731

Cartesian forces (eV/Å) of the 3 atoms listed first:
C 0.1 -0.3 0.2
C -0.1 0.1 -0.1
C 0.1 0.1 -0.2

Calculated values
* gap between HOMO and LUMO: 10.83 eV
* LUMO level: 1.19 eV
* energy relative to the best compared isomer or geometry (same formula, charge and spin): 162.7 kJ/mol
* calculated total energy: -232.3836 hartree

Record 4
ORCA calculation (the ωB97M-V functional and the def2-TZVPD basis) on 6 unconnected molecules or ions with the total composition C35H74ClF9N2O17S6.

CARTESIAN COORDINATES (ANGSTROEM)
C1 -0.98087 -5.14055 3.73519
C2 0.26547 -5.36334 2.87796
C3 0.46253 -4.24333 1.83538
C4 0.67510 -4.68381 0.38301
C5 1.83953 -5.67681 0.25472
C6 3.10319 -5.36504 1.04335
N1 3.70618 -4.07938 0.67798
O1 1.09569 -3.57978 -0.42350
C7 0.42480 -2.34680 -0.40743
S1 -0.00339 -1.83382 -2.12144
C8 1.33998 -1.27859 0.19033
C9 0.54457 0.02892 0.33807
C10 1.07092 1.00554 1.35162
F1 2.39589 1.27049 1.10700
F2 0.39613 2.20104 1.25174
C11 1.03392 0.63593 2.87115
F3 1.18513 1.79246 3.57453
F4 2.07404 -0.19491 3.14510
C12 -0.23096 -0.04746 3.46070
F5 -0.39607 -1.25640 2.87329
F6 0.00991 -0.23465 4.78546
C13 -1.58699 0.70838 3.37820
F7 -1.51880 1.88177 4.02688
F8 -2.52412 -0.05650 3.93547
F9 -1.92966 0.95779 2.10604
C14 -0.63515 -5.38606 -0.09171
Cl1 -0.46670 -5.94846 -1.77316
N2 -1.85571 -4.61006 0.13003
C15 -2.82728 -4.45571 -0.94348
C16 -3.97164 -3.49549 -0.56610
C17 -4.43031 -3.46615 0.89341
C18 -5.49261 -4.52754 1.25480
C19 -4.97422 -5.75887 2.00747
O2 -5.18810 -6.96735 1.30411
C20 -4.03877 -7.67653 0.89556
H1 -1.05374 -5.89820 4.51556
H2 -0.93683 -4.16046 4.21107
H3 -1.88753 -5.18658 3.13358
H4 0.21635 -6.34815 2.41563
H5 1.12395 -5.37481 3.55067
H6 -0.42739 -3.61893 1.86690
H7 1.29790 -3.61098 2.13633
H8 1.48437 -6.67287 0.52760
H9 2.11018 -5.71660 -0.80015
H10 3.83437 -6.13834 0.80267
H11 2.92183 -5.46274 2.12103
H12 4.68387 -4.07598 0.92653
H13 3.25189 -3.31710 1.15695
H14 -0.49736 -2.35933 0.16485
H15 -1.28524 -1.54041 -1.90940
H16 1.69203 -1.64613 1.15258
H17 2.19395 -1.12203 -0.46731
H18 -0.49682 -0.20362 0.54640
H19 0.54828 0.55588 -0.61666
H20 -0.69426 -6.30144 0.49759
H21 -2.32961 -5.00445 0.92761
H22 -2.31598 -4.04689 -1.80806
H23 -3.24106 -5.41727 -1.27163
H24 -3.68384 -2.48419 -0.85964
H25 -4.82458 -3.75475 -1.19512
H26 -4.85648 -2.47931 1.07777
H27 -3.57582 -3.54534 1.56562
H28 -6.26965 -4.05093 1.85177
H29 -5.97170 -4.87601 0.34078
H30 -5.47618 -5.84701 2.97325
H31 -3.90776 -5.64185 2.21893
H32 -4.26364 -8.17154 -0.04666
H33 -3.19173 -7.00592 0.72778
H34 -3.75075 -8.42633 1.63680
O3 5.58047 -2.67119 -2.67974
S2 6.32646 -1.71856 -1.91964
O4 6.09107 -1.58720 -0.51413
O5 6.20274 -0.29969 -2.61413
C21 4.86927 0.19982 -2.89250
C22 4.16510 0.71508 -1.65535
C23 8.04882 -1.95258 -2.19182
H35 4.29884 -0.58605 -3.38889
H36 5.03649 1.00053 -3.60963
H37 3.95345 -0.08649 -0.94961
H38 3.22227 1.18064 -1.94381
H39 4.77897 1.45673 -1.14436
H40 8.22856 -2.03009 -3.25984
H41 8.31844 -2.87803 -1.68866
H42 8.58845 -1.11511 -1.75820
O6 8.41976 5.17031 -5.23227
S3 8.40418 3.78276 -5.58138
O7 7.16129 3.07535 -5.58358
O8 9.45266 3.01823 -4.66743
C24 9.35250 3.21504 -3.23539
C25 8.18877 2.46451 -2.62551
C26 9.21864 3.53294 -7.11827
H43 9.30098 4.28462 -3.02905
H44 10.30167 2.84703 -2.85253
H45 7.23535 2.86310 -2.96789
H46 8.22369 2.54713 -1.53883
H47 8.22232 1.41089 -2.89958
H48 10.17042 4.05482 -7.10119
H49 8.56653 3.94663 -7.88381
H50 9.35309 2.46607 -7.27116
O9 -3.41750 0.71547 -1.57662
S4 -3.52030 1.87668 -2.41317
O10 -2.69009 1.97317 -3.57338
O11 -3.32921 3.16654 -1.50999
C27 -2.14380 3.23962 -0.67685
C28 -0.88665 3.57373 -1.45041
C29 -5.19512 2.15088 -2.85372
H51 -2.04624 2.30338 -0.12673
H52 -2.37748 4.02738 0.03696
H53 -0.61149 2.77018 -2.13283
H54 -0.06599 3.73439 -0.75137
H55 -1.02788 4.48137 -2.03536
H56 -5.80390 2.10105 -1.95461
H57 -5.47108 1.36607 -3.55437
H58 -5.27439 3.12661 -3.32435
O12 -1.41412 6.55226 0.00731
S5 -0.26491 7.12839 0.63959
O13 1.03011 6.60028 0.34636
O14 -0.50455 7.12963 2.20886
C30 -0.90339 5.87082 2.80333
C31 0.23627 4.88661 2.94875
C32 -0.25233 8.87002 0.40791
H59 -1.71964 5.45625 2.20916
H60 -1.30698 6.14903 3.77439
H61 0.61821 4.56611 1.98186
H62 -0.11770 4.00655 3.48306
H63 1.06190 5.32902 3.50565
H64 -1.23358 9.26556 0.65140
H65 -0.01778 9.04027 -0.64018
H66 0.51753 9.29843 1.04306
O15 -7.86849 1.84024 1.61581
S6 -7.99262 3.03727 0.84279
O16 -7.22234 3.17451 -0.35578
O17 -7.71588 4.28315 1.78130
C33 -6.49110 4.26620 2.55831
C34 -5.25755 4.56387 1.73029
C35 -9.68197 3.37063 0.49595
H67 -6.41515 3.30571 3.06900
H68 -6.65126 5.03482 3.31049
H69 -5.05566 3.77500 1.00714
H70 -4.39561 4.65378 2.39235
H71 -5.37879 5.49800 1.18274
H72 -10.25192 3.28726 1.41613
H73 -10.00325 2.62200 -0.22439
H74 -9.76013 4.36637 0.06909

Cartesian forces (eV/Å) of the 3 atoms listed first:
C 0.2 -0.1 -0.1
C 0.0 0.2 0.2
C -0.2 -0.1 0.2

Calculated values
* SMILES string: CCC[C@](CCN)(O[C@H](S)CCC(F)(F)C(F)(F)C(F)(F)C(F)(F)F)[C@H](Cl)NCCCCCOC.CCOS(C)(=O)=O.CCOS(C)(=O)=O.CCOS(C)(=O)=O.CCOS(C)(=O)=O.CCOS(C)(=O)=O
* gap between HOMO and LUMO: 8.93 eV
* LUMO level: 0.35 eV
* calculated total energy: -6514.6385 hartree

Record 5
ORCA calculation (the ωB97M-V functional and the def2-TZVPD basis) on a molecular structure, C6H15HgO3.

CARTESIAN COORDINATES (ANGSTROEM)
H1 -0.08495 -0.34514 -1.59748
C1 -2.47401 1.68011 0.68914
O1 -1.94461 0.38003 0.45572
C2 -2.57244 -0.35799 -0.58822
C3 -1.77228 -1.62055 -0.81078
O2 -0.38163 -1.27545 -0.88971
C4 1.54096 -1.72190 0.36100
C5 2.58808 -0.63933 0.23649
O3 1.93840 0.62818 0.51186
C6 2.70809 1.79828 0.34198
Hg1 0.04135 0.02508 0.60110
H2 -1.69807 2.30252 1.14545
H3 -2.79762 2.13867 -0.25599
H4 -3.34132 1.60458 1.35760
H5 -2.55027 0.25445 -1.50354
H6 -3.60844 -0.58866 -0.30556
H7 -2.08168 -2.13489 -1.72785
H8 -1.92962 -2.32673 0.01460
H9 1.72236 -2.50009 -0.39240
H10 1.60190 -2.27898 1.30642
H11 2.99863 -0.58494 -0.78444
H12 3.41855 -0.73281 0.95327
H13 2.24767 2.60865 0.92486
H14 3.73822 1.60458 0.67372
H15 2.69274 2.08232 -0.71725

Cartesian forces (eV/Å) of the 3 atoms listed first:
H -1.9 -4.3 1.8
C -0.9 0.9 0.1
O -2.2 0.7 0.3

Calculated values
* charge: +1
* gap between HOMO and LUMO: 7.38 eV
* LUMO level: -3.68 eV
* energy relative to the best compared isomer or geometry (same formula, charge and spin): 248.9 kJ/mol
* calculated total energy: -616.2296 hartree

The lowest gap between HOMO and LUMO belongs to which entry? C6H15HgO3

Copy entry 2 word for word.
ORCA calculation (the ωB97M-V functional and the def2-TZVPD basis) on 2 unconnected molecules or ions with the total composition C3H8O.

CARTESIAN COORDINATES (ANGSTROEM)
C1 1.09824 0.55682 0.14115
C2 -0.77955 -0.41776 -1.97753
C3 0.00049 0.24751 1.15727
O1 -0.89930 -1.57615 -1.37687
H1 0.76620 1.23940 -0.64930
H2 1.94299 1.02952 0.64778
H3 1.47944 -0.34190 -0.35322
H4 -1.33305 0.33725 -1.34515
H5 -0.39662 1.16014 1.61174
H6 -0.85785 -0.27389 0.71864
H7 0.37520 -0.39631 1.95850
H8 -1.39619 -1.56462 -0.53300

Cartesian forces (eV/Å) of the 3 atoms listed first:
C 0.1 0.0 0.0
C -0.3 -0.1 0.2
C 0.0 0.0 0.1

Calculated values
* gap between HOMO and LUMO: 9.50 eV
* LUMO level: 0.64 eV
* energy relative to the best compared isomer or geometry (same formula, charge and spin): 324.8 kJ/mol
* calculated total energy: -194.2122 hartree

Which value of calculated total energy does entry 3 give? -232.3836 hartree